(1)
A gas-phase ion, C7H18N3 (charge +1). Source: the Open Molecules 2025 dataset; level of theory: wB97M-V/def2-TZVPD.

Properties
Charge = +1
HOMO-LUMO gap = 10.09 eV
E_HOMO = -12.66 eV

CARTESIAN COORDINATES (ANGSTROEM)
C  -1.644  -0.759  1.053
N  -0.097  -0.616  1.262
C  0.401  -0.110  2.607
C  0.489  -1.974  0.952
C  1.529  -1.673  -0.229
N  0.951  -0.812  -1.235
C  0.690  0.434  -0.759
N  -0.085  1.344  -1.270
C  -0.946  1.064  -2.440
C  -0.182  2.661  -0.711
H  -1.649  -1.286  0.108
H  -2.209  -1.272  1.812
H  -1.954  0.341  1.104
H  -0.052  0.863  2.743
H  0.273  -0.807  3.364
H  1.462  0.240  2.425
H  -0.307  -2.686  0.529
H  0.924  -2.449  1.881
H  2.464  -1.374  0.257
H  1.799  -2.581  -0.931
H  0.577  -1.205  -2.161
H  1.557  0.756  -0.009
H  -0.281  0.579  -3.195
H  -1.650  0.244  -2.229
H  -1.525  1.850  -2.863
H  0.023  2.908  0.383
H  0.577  3.246  -1.367
H  -1.134  3.075  -1.077

---

(2)
2 unconnected molecules or ions with the total composition C7H18N3. Source: the Open Molecules 2025 dataset; level of theory: wB97M-V/def2-TZVPD.

Properties
Charge = +1
HOMO-LUMO gap (spin up / spin down) = 7.95 / 7.94 eV
E_HOMO (spin up / spin down) = -11.52 / -11.52 eV

CARTESIAN COORDINATES (ANGSTROEM)
C  0.357  1.207  -1.115
C  -2.667  0.915  -0.054
C  -0.948  -2.252  -0.417
C  2.668  -0.644  -0.486
C  1.547  0.559  1.455
C  -1.486  1.292  0.754
C  0.167  -0.039  -0.400
N  1.390  1.926  -1.022
N  -0.488  -1.034  -1.072
N  1.398  -0.486  0.367
H  -0.423  1.241  -1.893
H  -2.372  0.784  -1.144
H  -3.444  1.636  -0.096
H  -3.132  0.002  0.403
H  -0.096  -2.944  -0.169
H  -1.481  -2.108  0.599
H  -1.694  -2.848  -0.943
H  2.443  -1.290  -1.322
H  3.010  0.405  -0.682
H  3.440  -1.054  0.204
H  2.533  0.331  1.936
H  1.723  1.449  0.884
H  0.822  0.504  2.306
H  -0.963  2.138  0.421
H  -1.436  0.839  1.758
H  1.331  2.758  -1.608
H  -1.141  -0.586  -1.733
H  1.101  -1.307  0.837

---

(3)
A molecular structure, C7H18N4O2SSe4V. Source: the Open Molecules 2025 dataset; level of theory: wB97M-V/def2-TZVPD.

Properties
Charge = +1
Multiplicity = 3
HOMO-LUMO gap (spin up / spin down) = 6.55 / 6.96 eV
⟨S²⟩ = 2.049
E_HOMO (spin up / spin down) = -10.21 / -10.32 eV

CARTESIAN COORDINATES (ANGSTROEM)
V  -0.857  -1.544  0.536
C  -2.403  1.334  3.851
O  -2.622  -0.100  4.016
C  -2.175  -0.855  3.069
O  -1.625  -0.416  2.028
N  -2.335  -2.154  3.278
N  -1.873  -3.001  2.273
H  -2.813  1.787  4.742
H  -2.921  1.688  2.968
H  -1.341  1.538  3.772
H  -2.771  -2.486  4.117
H  -2.640  -3.517  1.883
H  -1.183  -3.641  2.635
Se  -0.740  -3.536  -0.669
Se  0.920  -4.698  0.499
Se  2.569  -3.045  0.620
Se  1.303  -1.312  1.546
C  1.342  -1.370  -2.488
N  1.500  0.074  -2.224
C  2.856  0.596  -2.455
C  0.552  0.803  -1.681
S  -0.895  0.083  -1.038
N  0.684  2.149  -1.661
C  1.061  2.882  -2.885
C  -0.020  2.977  -0.671
H  1.863  -1.604  -3.416
H  0.300  -1.629  -2.591
H  1.773  -1.950  -1.677
H  3.559  -0.178  -2.154
H  3.028  1.482  -1.854
H  3.024  0.824  -3.506
H  1.339  2.197  -3.679
H  1.889  3.568  -2.694
H  0.199  3.459  -3.223
H  -0.023  2.491  0.298
H  -1.049  3.185  -0.975
H  0.524  3.920  -0.588